{
  "formula": "C60H150BF4N10NaO20",
  "method": "ωB97M-V/def2-TZVPD",
  "elements": ["Na", "B", "F", "F", "F", "F", "C", "O", "C", "C", "N", "C", "C", "O", "C", "H", "H", "H", "H", "H", "H", "H", "H", "H", "H", "H", "H", "H", "H", "H", "C", "O", "C", "C", "N", "C", "C", "O", "C", "H", "H", "H", "H", "H", "H", "H", "H", "H", "H", "H", "H", "H", "H", "H", "C", "O", "C", "C", "N", "C", "C", "O", "C", "H", "H", "H", "H", "H", "H", "H", "H", "H", "H", "H", "H", "H", "H", "H", "C", "O", "C", "C", "N", "C", "C", "O", "C", "H", "H", "H", "H", "H", "H", "H", "H", "H", "H", "H", "H", "H", "H", "H", "C", "O", "C", "C", "N", "C", "C", "O", "C", "H", "H", "H", "H", "H", "H", "H", "H", "H", "H", "H", "H", "H", "H", "H", "C", "O", "C", "C", "N", "C", "C", "O", "C", "H", "H", "H", "H", "H", "H", "H", "H", "H", "H", "H", "H", "H", "H", "H", "C", "O", "C", "C", "N", "C", "C", "O", "C", "H", "H", "H", "H", "H", "H", "H", "H", "H", "H", "H", "H", "H", "H", "H", "C", "O", "C", "C", "N", "C", "C", "O", "C", "H", "H", "H", "H", "H", "H", "H", "H", "H", "H", "H", "H", "H", "H", "H", "C", "O", "C", "C", "N", "C", "C", "O", "C", "H", "H", "H", "H", "H", "H", "H", "H", "H", "H", "H", "H", "H", "H", "H", "C", "O", "C", "C", "N", "C", "C", "O", "C", "H", "H", "H", "H", "H", "H", "H", "H", "H", "H", "H", "H", "H", "H", "H"],
  "coordinates": [[-9.643, 15.942, 8.556], [-11.814, 18.702, 6.313], [-11.033, 19.086, 7.416], [-12.004, 19.744, 5.427], [-11.081, 17.680, 5.722], [-12.961, 18.066, 6.805], [-15.074, 11.913, 3.744], [-16.225, 12.637, 3.222], [-16.270, 14.008, 3.558], [-15.042, 14.787, 3.134], [-14.792, 14.691, 1.714], [-13.560, 15.445, 1.434], [-13.239, 15.191, -0.075], [-12.916, 13.798, -0.405], [-12.406, 13.606, -1.685], [-14.135, 12.394, 3.468], [-15.039, 10.946, 3.242], [-15.130, 11.790, 4.826], [-16.408, 14.013, 4.639], [-17.144, 14.532, 3.170], [-14.219, 14.472, 3.775], [-15.117, 15.841, 3.404], [-14.767, 13.737, 1.384], [-12.763, 15.114, 2.098], [-13.783, 16.499, 1.605], [-12.285, 15.674, -0.287], [-14.055, 15.526, -0.715], [-11.344, 13.816, -1.810], [-12.964, 14.128, -2.463], [-12.529, 12.555, -1.946], [-8.719, 3.632, 9.940], [-8.697, 5.093, 10.144], [-9.958, 5.640, 10.456], [-10.896, 5.745, 9.273], [-10.410, 6.746, 8.352], [-11.335, 7.037, 7.251], [-10.733, 7.942, 6.186], [-10.414, 9.185, 6.757], [-9.564, 9.907, 5.896], [-9.477, 3.087, 10.503], [-7.708, 3.247, 10.078], [-9.152, 3.415, 8.964], [-9.718, 6.583, 10.948], [-10.400, 4.892, 11.114], [-11.901, 6.009, 9.602], [-10.943, 4.785, 8.759], [-9.593, 6.319, 7.939], [-12.225, 7.547, 7.618], [-11.636, 6.118, 6.748], [-11.422, 8.096, 5.356], [-9.911, 7.423, 5.692], [-8.512, 9.650, 6.022], [-9.579, 10.959, 6.183], [-9.922, 9.851, 4.868], [-6.458, 20.279, 12.692], [-5.684, 19.182, 13.212], [-4.974, 18.512, 12.234], [-3.874, 17.662, 12.790], [-4.434, 16.626, 13.604], [-3.473, 15.581, 13.892], [-2.311, 16.055, 14.728], [-1.360, 16.876, 14.092], [-0.551, 16.245, 13.096], [-7.042, 20.658, 13.531], [-7.069, 20.016, 11.829], [-5.852, 21.123, 12.363], [-4.550, 19.271, 11.576], [-5.626, 18.027, 11.508], [-3.147, 18.264, 13.336], [-3.363, 17.233, 11.928], [-5.246, 16.188, 13.192], [-3.112, 15.102, 12.982], [-3.953, 14.750, 14.408], [-1.858, 15.172, 15.178], [-2.642, 16.661, 15.572], [0.197, 15.581, 13.529], [-0.090, 17.029, 12.495], [-1.142, 15.680, 12.375], [-1.911, 22.930, 13.519], [-2.708, 23.670, 12.568], [-2.137, 24.884, 12.110], [-3.182, 25.702, 11.399], [-3.690, 25.013, 10.163], [-4.711, 25.809, 9.453], [-5.239, 24.946, 8.343], [-5.549, 23.601, 8.783], [-6.064, 22.789, 7.675], [-1.594, 23.458, 14.418], [-0.997, 22.718, 12.963], [-2.501, 22.115, 13.937], [-1.235, 24.754, 11.512], [-1.890, 25.414, 13.030], [-2.735, 26.662, 11.141], [-4.015, 25.904, 12.073], [-4.213, 24.183, 10.404], [-4.428, 26.803, 9.105], [-5.559, 26.079, 10.084], [-4.456, 24.941, 7.584], [-6.059, 25.404, 7.790], [-6.989, 23.130, 7.211], [-6.358, 21.841, 8.125], [-5.310, 22.673, 6.896], [-17.859, 14.206, 11.267], [-17.122, 15.325, 11.805], [-17.286, 16.513, 11.120], [-16.451, 17.602, 11.677], [-15.078, 17.311, 11.348], [-14.160, 18.350, 11.928], [-14.200, 18.448, 13.486], [-12.945, 19.057, 13.905], [-13.087, 19.883, 15.086], [-17.648, 13.988, 10.220], [-18.935, 14.380, 11.277], [-17.653, 13.305, 11.845], [-18.343, 16.771, 11.192], [-16.987, 16.378, 10.081], [-16.573, 17.659, 12.758], [-16.653, 18.545, 11.170], [-14.899, 17.190, 10.362], [-14.355, 19.338, 11.512], [-13.172, 18.036, 11.591], [-14.292, 17.441, 13.892], [-15.089, 18.972, 13.839], [-13.870, 20.635, 14.989], [-12.110, 20.213, 15.440], [-13.497, 19.277, 15.894], [-5.268, 15.573, 1.701], [-4.932, 15.183, 3.041], [-5.256, 16.287, 3.937], [-4.792, 15.912, 5.338], [-5.556, 14.706, 5.830], [-5.038, 14.166, 7.091], [-3.534, 13.771, 7.088], [-3.245, 12.784, 6.114], [-1.913, 12.427, 6.123], [-4.838, 14.858, 0.999], [-4.931, 16.559, 1.381], [-6.334, 15.479, 1.494], [-6.340, 16.394, 3.976], [-4.715, 17.200, 3.689], [-4.941, 16.749, 6.020], [-3.734, 15.682, 5.215], [-5.311, 14.110, 5.052], [-5.614, 13.312, 7.449], [-5.052, 14.884, 7.911], [-3.356, 13.530, 8.136], [-2.952, 14.665, 6.865], [-1.415, 12.132, 7.047], [-1.394, 13.300, 5.727], [-1.691, 11.782, 5.273], [-14.957, 25.195, 4.116], [-15.934, 26.239, 4.195], [-15.472, 27.493, 3.807], [-16.471, 28.600, 4.196], [-16.591, 28.809, 5.654], [-15.356, 29.314, 6.317], [-15.621, 29.589, 7.802], [-16.352, 30.835, 8.024], [-17.727, 30.674, 8.031], [-15.348, 24.255, 4.506], [-14.063, 25.395, 4.707], [-14.783, 25.080, 3.046], [-15.396, 27.579, 2.723], [-14.435, 27.685, 4.081], [-17.408, 28.483, 3.652], [-16.032, 29.515, 3.797], [-16.884, 27.966, 6.126], [-15.077, 30.198, 5.745], [-14.508, 28.637, 6.207], [-14.600, 29.532, 8.181], [-16.032, 28.729, 8.330], [-18.055, 29.967, 8.794], [-18.151, 30.337, 7.085], [-18.215, 31.598, 8.342], [-15.300, 31.349, 13.701], [-15.336, 30.352, 14.639], [-14.848, 29.130, 14.076], [-13.313, 29.087, 14.168], [-12.658, 28.130, 13.300], [-13.142, 26.761, 13.598], [-12.435, 25.838, 12.531], [-13.060, 26.209, 11.235], [-12.422, 25.570, 10.155], [-14.413, 31.299, 13.070], [-15.348, 32.267, 14.288], [-16.197, 31.354, 13.082], [-15.077, 29.082, 13.011], [-15.228, 28.235, 14.569], [-13.096, 28.926, 15.224], [-12.885, 30.058, 13.919], [-12.848, 28.260, 12.316], [-14.219, 26.604, 13.555], [-12.853, 26.499, 14.616], [-12.704, 24.872, 12.957], [-11.363, 26.021, 12.451], [-11.333, 25.598, 10.194], [-12.689, 26.065, 9.221], [-12.631, 24.501, 10.128], [-6.097, 14.271, -4.676], [-6.188, 15.719, -4.645], [-6.686, 16.310, -5.877], [-6.652, 17.813, -5.629], [-7.659, 18.231, -4.652], [-7.474, 19.551, -4.058], [-8.497, 19.828, -2.997], [-8.188, 19.076, -1.857], [-8.979, 19.415, -0.721], [-5.621, 13.840, -3.795], [-5.453, 14.082, -5.535], [-7.033, 13.736, -4.836], [-7.711, 16.071, -6.160], [-5.987, 16.025, -6.663], [-6.705, 18.190, -6.650], [-5.657, 18.116, -5.305], [-7.570, 17.494, -3.968], [-7.541, 20.324, -4.824], [-6.458, 19.634, -3.671], [-9.471, 19.490, -3.352], [-8.507, 20.888, -2.742], [-10.007, 19.372, -1.080], [-8.691, 20.423, -0.422], [-8.815, 18.802, 0.165], [-20.736, 23.210, 13.915], [-20.647, 23.980, 12.738], [-20.890, 23.208, 11.518], [-20.587, 24.135, 10.328], [-19.310, 24.803, 10.451], [-18.192, 23.884, 10.236], [-18.138, 22.962, 8.951], [-19.073, 21.920, 8.927], [-18.763, 21.096, 7.772], [-20.667, 23.857, 14.790], [-19.835, 22.598, 13.973], [-21.554, 22.490, 13.920], [-21.965, 23.036, 11.480], [-20.359, 22.258, 11.572], [-21.426, 24.831, 10.330], [-20.759, 23.659, 9.363], [-19.298, 25.202, 11.379], [-17.965, 23.270, 11.107], [-17.304, 24.511, 10.154], [-17.164, 22.520, 8.741], [-18.233, 23.650, 8.111], [-19.537, 20.330, 7.714], [-17.825, 20.542, 7.810], [-18.806, 21.751, 6.902]],
  "forces_ev_per_angstrom": [[-0.365, 0.528, -0.507], [0.228, -0.549, 0.299], [0.370, 0.616, 0.920], [-0.394, 0.054, 0.184], [0.995, -1.146, -1.008], [-0.836, 0.460, 0.075], [-0.720, 0.665, -0.828], [0.681, -0.872, -0.587], [0.188, 0.339, 0.928], [-0.304, -0.281, 0.461], [0.182, 0.894, 0.640], [-1.038, -1.919, -1.991], [1.684, -0.494, 0.440], [-0.957, 0.597, 1.448], [-0.245, -0.526, -0.743], [0.027, 0.230, 0.144], [-0.407, -0.016, 0.168], [-0.062, 0.036, 0.098], [0.276, 0.564, 0.407], [-0.245, -0.765, -0.534], [0.624, -0.328, -0.097], [-0.503, 0.151, -0.060], [0.268, -0.101, 0.065], [0.438, 0.119, -0.095], [0.252, 0.075, -0.169], [-0.218, 0.832, -0.264], [0.019, 0.134, 0.026], [0.194, 0.411, 0.294], [-0.105, 0.442, 0.014], [-0.007, -0.164, 0.258], [-0.756, 1.496, -0.647], [0.728, -1.928, -0.440], [-0.098, -1.165, 0.229], [0.168, 0.619, -0.092], [-0.084, 0.511, -0.705], [0.194, 0.242, -0.104], [-0.354, -0.482, 0.366], [0.551, -0.030, -0.290], [-0.102, 0.888, 0.475], [0.261, 0.332, 1.220], [-0.269, 0.092, -0.090], [0.797, 0.086, -0.676], [-0.522, 0.058, -0.080], [-0.449, 0.423, 0.732], [-0.036, 0.003, 0.146], [-0.294, -0.500, 0.143], [0.474, 0.316, -0.115], [-0.067, -0.160, 0.303], [-0.349, -0.261, -0.181], [-0.548, -0.015, -0.014], [0.778, 0.150, 0.286], [0.067, -0.629, -0.347], [-0.372, 0.098, 0.086], [0.287, -0.124, -0.210], [0.511, -0.161, 0.693], [-1.125, 0.840, 0.383], [0.519, 1.454, -1.157], [-0.757, 0.112, -0.586], [0.189, -0.828, 1.036], [-0.232, -0.083, 0.031], [0.157, -0.129, 0.658], [0.640, -0.170, -0.788], [-0.603, 0.309, -0.022], [-0.262, -0.250, -0.206], [-0.292, -0.378, 0.125], [0.563, -0.084, -0.046], [0.707, 0.261, -0.142], [-0.477, -0.932, 0.198], [-0.206, -0.050, 0.083], [0.437, -0.048, -0.392], [-0.150, 0.332, -0.235], [0.383, 0.006, -0.466], [-0.194, 0.180, 0.354], [0.462, -0.227, -0.056], [-0.371, -0.010, -0.073], [0.107, 0.033, 0.137], [0.220, 0.082, 0.359], [-0.201, -0.229, 0.095], [-0.024, 0.973, -0.931], [-0.349, -0.621, 0.559], [-0.404, -0.054, 1.242], [-0.677, -0.947, -1.169], [0.266, 1.740, 0.315], [-0.687, -0.582, 0.903], [0.442, -0.355, -1.138], [-0.760, 0.625, -1.537], [0.263, 0.230, 1.288], [-0.159, 0.889, -0.044], [0.134, -0.990, 0.364], [0.159, -0.339, -0.805], [0.058, -0.285, -0.185], [0.481, 0.529, -0.025], [-0.003, 0.005, -0.266], [-0.090, 0.060, 0.305], [0.415, -0.359, 0.413], [0.802, -0.275, -0.401], [-0.302, -0.206, 0.675], [0.393, -0.629, -0.161], [-0.599, 0.015, 0.435], [0.013, 0.767, 0.140], [0.472, -0.120, -0.050], [0.122, -0.112, 0.080], [0.071, 0.731, 0.118], [0.110, -2.120, 0.482], [-1.266, -0.130, -0.557], [0.877, -0.041, -0.668], [1.731, 0.598, 2.087], [-0.429, -1.027, -0.207], [1.007, -0.347, -0.947], [-1.139, 0.591, 0.377], [-0.649, -1.566, -0.031], [0.537, 0.207, -0.178], [-0.222, 0.244, 0.324], [0.198, 0.313, 0.160], [-0.314, 0.348, -0.414], [-0.250, 0.019, -0.469], [-0.029, 0.164, -0.045], [-0.984, 0.395, 0.331], [-0.221, 0.244, -0.060], [-0.065, 0.282, -0.084], [0.207, 0.273, 0.376], [0.233, -0.212, 0.129], [0.179, 0.542, -0.014], [0.463, 0.607, -0.505], [-0.141, 0.327, -0.537], [0.122, -0.419, 0.273], [-0.101, -1.080, -0.371], [-0.181, 1.867, -0.224], [0.055, -1.352, 0.691], [-0.618, -0.831, 0.075], [0.757, 1.347, -0.202], [1.436, -0.354, -0.610], [-1.199, 0.586, -0.422], [-1.536, -0.383, 1.469], [1.608, 1.087, -1.913], [0.389, -0.119, 0.274], [0.137, 0.177, 0.483], [-0.312, 0.310, 0.400], [-0.105, 0.419, -0.345], [-0.227, 0.089, -0.519], [0.102, 0.073, -0.006], [0.268, 0.107, 0.362], [-0.431, -1.122, 0.209], [-0.200, -0.110, -0.371], [-0.463, 0.527, -0.160], [0.601, -0.757, 0.027], [0.276, 0.137, 0.028], [-0.552, -0.299, 0.217], [0.694, 0.573, 0.505], [-0.461, -0.866, 0.478], [-0.735, 0.405, -0.487], [0.016, -0.745, 1.141], [-0.416, 0.679, -1.114], [1.576, -0.136, 1.041], [0.104, 0.249, -0.375], [-1.795, -0.479, -0.761], [0.392, 0.556, -1.014], [2.120, -1.280, 0.037], [-1.403, -0.292, 0.415], [-0.446, 0.229, -0.047], [0.211, 0.377, -0.239], [0.735, -0.339, 0.019], [-0.149, -0.367, -0.633], [0.062, 0.070, 0.868], [-0.212, -0.302, 0.516], [0.001, 0.225, -0.071], [-0.099, -0.229, -0.156], [0.059, 0.402, 0.467], [0.176, -0.392, 0.200], [0.066, 1.392, 0.739], [-0.882, -0.016, -0.235], [0.110, -0.438, 0.171], [0.186, 0.090, -0.183], [0.327, 0.314, -0.266], [-0.509, 1.449, -0.102], [0.122, -2.381, 0.710], [0.914, 0.371, -0.268], [-0.119, 0.819, -0.266], [-0.793, -1.303, 1.234], [2.050, 0.234, -1.543], [-2.285, 1.492, 0.590], [0.939, -0.773, 1.562], [0.375, -0.304, -0.193], [0.094, 0.269, -0.044], [0.346, 0.317, -0.338], [-0.091, -0.196, -0.374], [-0.504, -0.091, -0.171], [-0.531, 0.431, 0.198], [0.500, -0.311, -0.023], [-0.218, 0.230, 0.087], [-0.167, 0.525, -0.097], [-0.177, 0.050, -0.389], [0.323, -0.130, 0.004], [0.291, -0.788, -1.122], [-0.042, -0.103, 0.240], [0.299, 0.412, 0.343], [-0.363, -0.118, 0.113], [-0.471, -0.108, -0.177], [0.442, 0.953, -1.041], [-1.147, -1.102, 0.129], [0.990, 0.402, 1.620], [0.528, -0.088, -0.514], [-0.126, -0.547, -1.054], [0.487, -0.482, -0.558], [-0.017, -0.252, 0.238], [0.826, -0.988, 1.157], [0.191, 0.593, -1.030], [-0.017, 0.638, 0.174], [0.122, -0.596, -0.095], [-0.349, 0.358, 0.021], [-0.108, -0.621, 0.288], [-0.074, 0.084, -0.310], [-0.776, 0.835, 0.038], [0.417, -0.171, 0.198], [-0.299, 0.250, 0.689], [-0.238, -0.085, -0.242], [0.213, 0.206, 0.462], [-0.336, 0.346, -0.245], [-0.123, 0.272, -0.082], [-0.376, 0.143, 0.646], [-0.385, 0.352, 0.072], [0.152, -0.512, -0.541], [1.196, -0.425, -0.371], [-0.383, -0.157, -0.872], [-0.474, 0.800, 0.673], [-0.808, -0.134, 0.726], [-0.513, -0.630, -1.527], [1.271, -0.648, -0.192], [-0.144, 1.757, 0.779], [0.398, -0.999, -0.749], [-1.266, 0.276, 0.659], [-0.595, 0.109, -0.157], [0.273, -0.359, 0.077], [-0.491, 0.383, 0.150], [-0.157, -0.516, 0.059], [0.249, 0.026, -0.192], [0.273, 0.680, 0.269], [0.621, -0.447, 0.149], [0.439, -0.031, 0.075], [-0.301, -0.418, 0.264], [0.185, 0.056, -0.194], [0.553, 0.167, 0.876], [-0.645, 0.112, -0.482], [-0.160, 0.209, -0.076], [0.386, 0.433, 0.342], [0.130, -0.245, -0.287]],
  "mulliken_charge": [0.9737, 0.6183, -0.4312, -0.3668, -0.4115, -0.3970, -0.6583, -0.3740, -0.5870, -0.7635, -0.3355, -0.5713, -0.5749, -0.2954, -0.7598, 0.2712, 0.2465, 0.2957, 0.3583, 0.3357, 0.3564, 0.4608, 0.3143, 0.3494, 0.3339, 0.4400, 0.3197, 0.2759, 0.3070, 0.2574, -0.7605, -0.3967, -0.5727, -0.5762, -0.2267, -0.7758, -0.5712, -0.3143, -0.7393, 0.3385, 0.2647, 0.2920, 0.3130, 0.4057, 0.4251, 0.2990, 0.2236, 0.3499, 0.3936, 0.4193, 0.3840, 0.2837, 0.2111, 0.3302, -0.6902, -0.3414, -0.7174, -0.3830, -0.2936, -0.6410, -0.6210, -0.3138, -0.7383, 0.2835, 0.2952, 0.2298, 0.4372, 0.3411, 0.3421, 0.2395, 0.2368, 0.3266, 0.4658, 0.4017, 0.3018, 0.3034, 0.2515, 0.2872, -0.7429, -0.2423, -0.5780, -0.7067, -0.3550, -0.7367, -0.5899, -0.2760, -0.7689, 0.2937, 0.3235, 0.2191, 0.3674, 0.3962, 0.3816, 0.3626, 0.2476, 0.4200, 0.3371, 0.3387, 0.4577, 0.3078, 0.2279, 0.3151, -0.7720, -0.2924, -0.7057, -0.4118, -0.3366, -0.5980, -0.4648, -0.3005, -0.7733, 0.3137, 0.3090, 0.2430, 0.4026, 0.3396, 0.2891, 0.3611, 0.2642, 0.2754, 0.3410, 0.2798, 0.3249, 0.3216, 0.2620, 0.3313, -0.7736, -0.3030, -0.6382, -0.4785, -0.3887, -0.7351, -0.5778, -0.2896, -0.8856, 0.2518, 0.3013, 0.2998, 0.3389, 0.4455, 0.3879, 0.2199, 0.3414, 0.3689, 0.3611, 0.4249, 0.3473, 0.3192, 0.3550, 0.3130, -0.7501, -0.2958, -0.5161, -0.8978, -0.2222, -0.5848, -0.5884, -0.3891, -0.6536, 0.2447, 0.2993, 0.3112, 0.4223, 0.4072, 0.3526, 0.3772, 0.2686, 0.3796, 0.3073, 0.3627, 0.3568, 0.2685, 0.2608, 0.2776, -0.6704, -0.3972, -0.4070, -0.7860, -0.3603, -0.4695, -0.7301, -0.2052, -0.7937, 0.3324, 0.2413, 0.2639, 0.3428, 0.3002, 0.3026, 0.4755, 0.2696, 0.2646, 0.4275, 0.3613, 0.4045, 0.3147, 0.2010, 0.3184, -0.7239, -0.2954, -0.6657, -0.6565, -0.3797, -0.6454, -0.6572, -0.2567, -0.7162, 0.2350, 0.2931, 0.2934, 0.3277, 0.4983, 0.3420, 0.3623, 0.2651, 0.4144, 0.3707, 0.3422, 0.4502, 0.2891, 0.2861, 0.2267, -0.7582, -0.3545, -0.4573, -0.8721, -0.3596, -0.7337, -0.7297, -0.2227, -0.8156, 0.2618, 0.2882, 0.3027, 0.3967, 0.4024, 0.4103, 0.3334, 0.3645, 0.2946, 0.4318, 0.5749, 0.3538, 0.2445, 0.3112, 0.3327],
  "homo_ev": -8.4,
  "e_lumo_ev": -2.46,
  "homo_lumo_gap_ev": 5.9119,
  "e_tot_ha": -5014.54828
}